Record 1
DFT (the ωB97M-V functional and the def2-TZVPD basis) results for an isolated ion of composition C2H6N5 and charge +1.

Properties
- charge = +1
- lowest unoccupied orbital energy (eV) = -3.84

Geometry (Å):
C: 0.52 0.21 0.48
C: 0.52 0.63 -0.94
N: -0.69 0.32 -1.48
N: -1.42 -0.34 -0.77
N: -2.42 -0.94 -0.81
N: -0.54 -0.47 0.73
N: 1.66 0.43 1.16
H: 0.89 1.54 -1.21
H: 1.32 -0.01 -1.36
H: -3.14 -1.50 -0.31
H: -0.82 -1.13 1.50
H: 2.49 0.95 0.81
H: 1.61 0.33 2.19

Record 2
DFT (the ωB97M-V functional and the def2-TZVPD basis) results for a 3-piece molecular cluster, C2H6N5O2 overall.

Properties
- charge = +1
- lowest unoccupied orbital energy (eV) = -3.50

Geometry (Å):
C: 1.83 -3.46 4.37
C: 0.06 0.65 0.04
N: 1.00 -2.33 2.80
N: -0.11 1.91 -0.08
N: 0.67 -2.86 0.57
N: -0.82 -0.30 -0.20
N: 0.89 -2.69 1.74
O: 1.48 -3.03 5.38
O: 1.34 0.38 0.26
H: -1.01 2.27 0.16
H: 0.68 2.60 0.13
H: 0.61 -3.77 0.19
H: -0.45 -1.29 -0.11
H: -1.50 -0.23 -0.89
H: 1.40 -0.62 0.21

Record 3
DFT (the ωB97M-V functional and the def2-TZVPD basis) results for C2H6N5P as an isolated structure.

Properties
- lowest unoccupied orbital energy (alpha / beta) (eV) = 0.31 / 0.31

Geometry (Å):
C: -1.34 -1.19 -0.13
C: -0.78 0.11 0.57
N: -0.65 1.03 -0.57
N: -0.93 0.55 -1.67
N: 0.48 -0.10 1.18
N: -1.47 -0.65 -1.50
N: 2.77 1.11 0.78
P: 1.58 0.71 -0.19
H: -0.53 -1.92 -0.09
H: -2.18 -1.78 0.18
H: -1.50 0.61 1.25
H: -1.82 -1.13 -2.32
H: 2.63 1.08 1.88
H: 3.73 1.55 0.62

Record 4
DFT (the ωB97M-V functional and the def2-TZVPD basis) results for C2H6N6 as an isolated structure.

Properties
- lowest unoccupied orbital energy (eV) = 0.97

Geometry (Å):
C: -1.25 -1.73 -0.22
C: 0.42 -0.28 -0.28
N: 0.13 -1.51 -0.40
N: -1.93 -0.67 0.13
N: -1.22 0.33 0.35
N: -1.66 1.54 -0.09
N: 2.75 0.23 0.27
N: 1.49 0.52 -0.28
H: -1.68 -2.64 -0.45
H: -1.83 2.15 0.65
H: -2.39 1.17 -0.72
H: 2.76 0.22 1.39
H: 3.05 -0.80 -0.02
H: 1.36 1.47 -0.31

Record 5
DFT (the ωB97M-V functional and the def2-TZVPD basis) results for an isolated molecule of C2H6N6.

Properties
- SMILES = NNC1=NN=CNN1
- lowest unoccupied orbital energy (eV) = 0.63

Geometry (Å):
N: -2.53 -0.52 0.36
N: -1.60 0.59 0.33
C: -0.27 0.34 0.20
N: 0.50 1.45 0.19
N: 1.80 1.57 -0.21
C: 2.32 0.45 -0.67
N: 1.77 -0.90 -0.42
N: 0.18 -1.03 0.00
H: -3.41 -0.03 -0.02
H: -2.58 -0.68 1.42
H: -1.90 1.51 0.52
H: 3.44 0.30 -1.01
H: 2.65 -1.54 0.02
H: -0.36 -1.49 -0.72

Record 6
DFT (the ωB97M-V functional and the def2-TZVPD basis) results for an isolated molecule of C2H6N6.

Properties
- SMILES = N/N=c1/[nH]ncn1N
- lowest unoccupied orbital energy (eV) = 0.86

Geometry (Å):
N: 1.09 -1.75 -0.32
N: 1.36 -0.48 -0.95
C: 0.31 0.23 -0.64
N: -0.12 1.35 -1.32
N: -0.95 2.19 -0.55
C: -1.40 1.33 0.31
N: -0.70 0.10 0.21
N: -0.72 -0.59 1.45
H: 0.71 -2.19 -1.25
H: 2.15 -2.03 -0.09
H: 0.74 1.94 -1.85
H: -2.01 1.54 1.18
H: -0.23 -1.56 1.40
H: -0.23 -0.07 2.42

Record 7
DFT (the ωB97M-V functional and the def2-TZVPD basis) results for a 2-piece molecular cluster, C2H6N6O4S overall.

Properties
- lowest unoccupied orbital energy (eV) = -0.72

Geometry (Å):
C: 0.75 1.96 -0.69
C: 1.92 -0.94 -0.23
N: -0.28 1.44 -0.98
N: 3.17 -0.76 0.18
N: -2.60 -0.05 -1.38
N: 0.95 -0.71 0.75
N: -1.22 -0.37 1.01
N: -0.25 -0.66 0.28
O: 1.71 2.33 -0.17
O: 1.71 -1.21 -1.35
O: -3.80 -0.98 0.75
O: -3.09 1.30 0.64
S: -2.96 0.01 0.11
H: 3.32 -0.45 1.13
H: 4.00 -0.99 -0.30
H: -0.97 1.36 -1.63
H: -2.23 -0.93 -1.66
H: 1.13 -0.32 1.60
H: -1.26 -0.05 1.93

Record 8
DFT (the ωB97M-V functional and the def2-TZVPD basis) results for a 2-piece molecular cluster, C2H6N6S overall.

Properties
- lowest unoccupied orbital energy (alpha / beta) (eV) = -1.80 / -1.80

Geometry (Å):
C: 0.56 1.58 -0.24
C: 1.39 -0.47 0.03
N: 1.66 1.70 0.40
N: 2.14 0.47 0.63
N: 0.32 0.25 -0.58
N: -1.70 0.21 1.45
N: -0.98 -1.45 -1.47
N: -0.75 -0.17 -1.15
S: 1.58 -2.14 -0.01
H: -0.11 2.32 -0.53
H: 2.70 0.17 1.39
H: -1.74 0.98 0.78
H: -2.57 0.22 1.99
H: -0.59 -2.10 -0.82
H: -1.91 -1.58 -1.86

Record 9
DFT (the ωB97M-V functional and the def2-TZVPD basis) results for a 2-piece molecular cluster, C2H6NO overall.

Properties
- charge = +1
- lowest unoccupied orbital energy (eV) = -10.13

Geometry (Å):
O: -0.41 -0.25 0.23
C: -0.65 -1.44 0.36
C: 0.29 -2.46 0.69
N: 0.58 3.28 -0.94
H: -1.63 -1.82 0.01
H: 0.01 -3.48 0.95
H: 1.32 -2.14 0.83
H: 0.50 4.19 -1.35
H: -0.09 2.96 -0.28
H: 0.88 2.52 -1.52

Record 10
DFT (the ωB97M-V functional and the def2-TZVPD basis) results for a 2-piece molecular cluster, C2H6NO2 overall.

Properties
- charge = -1
- lowest unoccupied orbital energy (eV) = 4.60

Geometry (Å):
C: -1.50 -0.87 0.35
C: -0.44 1.19 -0.40
N: -0.52 -0.17 -0.25
O: 0.41 -0.89 -0.73
O: 2.66 -0.18 0.09
H: -1.51 -1.95 0.43
H: -2.29 -0.23 0.67
H: 1.80 -0.49 -0.35
H: -1.34 1.80 -0.01
H: 0.55 1.68 -0.72
H: 2.18 0.12 0.92

Record 11
DFT (the ωB97M-V functional and the def2-TZVPD basis) results for a 2-piece molecular cluster, C2H6NO2 overall.

Properties
- charge = +1
- lowest unoccupied orbital energy (eV) = -5.12

Geometry (Å):
C: -1.82 0.87 0.43
N: -1.82 -0.25 -0.13
H: -0.96 1.16 1.02
H: -2.66 1.54 0.38
H: -2.63 -0.64 -0.62
H: -0.99 -0.83 -0.03
O: 0.89 0.51 -0.35
C: 1.89 -0.18 -0.42
O: 2.60 -0.48 0.64
H: 2.22 -0.50 -1.41
H: 3.26 -1.18 0.48

Record 12
DFT (the ωB97M-V functional and the def2-TZVPD basis) results for an isolated molecule of C2H6NO2P.

Properties
- lowest unoccupied orbital energy (eV) = 0.98

Geometry (Å):
C: 1.72 0.01 0.35
C: 0.61 0.06 -0.56
N: -2.90 -0.03 0.03
O: -0.32 -1.01 -0.44
O: -0.30 1.08 -0.24
P: -1.42 -0.03 0.28
H: 2.10 -0.93 0.57
H: 1.35 0.42 1.28
H: 2.37 0.67 -0.15
H: 0.86 0.02 -1.64
H: -3.08 0.07 -1.04
H: -0.99 -0.35 1.56

Record 13
DFT (the ωB97M-V functional and the def2-TZVPD basis) results for a 2-piece molecular cluster, C2H6NO2S overall.

Properties
- charge = +1
- lowest unoccupied orbital energy (eV) = -4.20

Geometry (Å):
C: -1.32 2.11 0.28
C: -1.70 1.58 -0.73
N: -0.12 -0.87 -0.07
O: -0.78 2.39 1.42
O: 1.20 0.75 1.46
S: 0.86 2.13 1.83
H: -2.20 1.43 -1.65
H: 0.53 -0.31 0.57
H: -0.83 -0.19 -0.43
H: -0.57 -1.61 0.47
H: 0.42 -1.29 -0.84
H: 1.34 2.85 0.67

Record 14
DFT (the ωB97M-V functional and the def2-TZVPD basis) results for a 2-piece molecular cluster, C2H6NO3 overall.

Properties
- charge = -1
- lowest unoccupied orbital energy (eV) = 4.21

Geometry (Å):
C: -1.57 0.27 -1.08
N: -0.33 0.62 -0.44
C: -0.24 0.48 1.01
O: 0.90 0.20 1.45
O: -1.27 0.70 1.66
H: -2.27 0.21 -0.25
H: -1.92 0.99 -1.82
H: -1.52 -0.74 -1.52
H: 0.54 0.23 -0.77
H: 2.15 -0.32 0.61
H: 2.64 -1.69 0.84
O: 2.90 -0.94 0.30

Record 15
DFT (the ωB97M-V functional and the def2-TZVPD basis) results for C2H6NO3 as an isolated structure.

Properties
- multiplicity = 2
- lowest unoccupied orbital energy (alpha / beta) (eV) = 0.00 / -4.16
- <S²> = 0.76

Geometry (Å):
O: -1.89 -0.38 -1.50
C: -1.30 0.57 -0.82
N: -0.26 0.48 -0.03
C: 0.89 1.26 1.26
O: 2.07 0.71 1.60
H: -1.92 1.42 -0.66
H: 0.55 -0.05 -0.28
H: 0.03 1.46 1.95
H: 0.97 2.07 0.59
H: 1.04 -2.29 -0.61
H: -0.48 -2.35 -0.84
O: 0.32 -2.91 -0.66

Record 16
DFT (the ωB97M-V functional and the def2-TZVPD basis) results for a 2-piece molecular cluster, C2H6NO3 overall.

Properties
- multiplicity = 2
- lowest unoccupied orbital energy (alpha / beta) (eV) = 0.57 / -3.69
- <S²> = 0.76

Geometry (Å):
O: 1.49 1.48 -0.66
C: 1.06 0.42 -0.23
O: 0.90 0.04 0.94
C: 0.65 -0.61 -1.30
N: -0.63 -1.16 -0.95
H: 0.69 -0.28 -2.34
H: 1.33 -1.46 -1.23
H: -1.45 -0.71 -1.33
H: -0.63 -1.24 0.07
H: -1.03 1.93 2.30
H: -0.96 0.46 2.09
O: -1.42 1.12 2.64

Record 17
DFT (the ωB97M-V functional and the def2-TZVPD basis) results for an isolated molecule of C2H6NO3P.

Properties
- SMILES = C[N@+]1([O-])O[P@]1(C)=O
- lowest unoccupied orbital energy (alpha / beta) (eV) = -1.34 / -1.34

Geometry (Å):
C: -1.71 -1.18 0.26
N: -1.10 0.07 0.07
O: -1.49 1.15 0.59
O: -0.58 0.16 -1.20
P: 0.84 -0.29 0.04
C: 1.85 1.30 -0.08
O: 1.48 -1.47 -0.51
H: -1.07 -2.02 -0.09
H: -2.64 -1.07 -0.25
H: -1.80 -1.21 1.29
H: 2.27 1.43 -1.16
H: 1.34 2.14 0.38
H: 2.61 0.99 0.65

Record 18
DFT (the ωB97M-V functional and the def2-TZVPD basis) results for a 2-piece molecular cluster, C2H6NO3P2 overall.

Properties
- charge = -1
- lowest unoccupied orbital energy (alpha / beta) (eV) = 3.36 / 3.36

Geometry (Å):
C: -1.09 -0.95 -0.14
C: -0.01 -1.52 0.69
N: -1.33 -1.34 -1.32
O: -3.07 0.84 -0.32
O: 2.55 1.52 0.63
O: 0.09 1.97 0.27
P: 1.24 1.33 -0.46
P: -2.10 0.43 0.69
H: -0.36 -1.69 1.71
H: 0.40 -2.43 0.26
H: 0.77 -0.75 0.73
H: -2.08 -0.80 -1.75
H: 3.28 0.97 0.34
H: 1.69 2.41 -1.32

Record 19
DFT (the ωB97M-V functional and the def2-TZVPD basis) results for a 2-piece molecular cluster, C2H6NO3S overall.

Properties
- charge = -1
- lowest unoccupied orbital energy (eV) = 3.83

Geometry (Å):
C: 0.44 1.87 -0.01
C: 1.16 -1.50 -0.12
N: -0.63 1.00 -0.43
O: -2.78 -0.08 -0.20
O: -0.81 -1.56 0.60
O: 1.77 -2.51 0.17
S: -1.55 0.29 0.51
H: 1.48 1.64 -0.33
H: 0.13 2.74 -0.59
H: 0.35 2.07 1.01
H: 1.16 -0.66 0.46
H: 0.91 -1.40 -1.26
H: -1.64 -1.92 0.20

Record 20
DFT (the ωB97M-V functional and the def2-TZVPD basis) results for a 2-piece molecular cluster, C2H6NO4PS overall.

Properties
- lowest unoccupied orbital energy (eV) = -0.93

Geometry (Å):
C: -1.28 -0.60 -0.06
C: 0.04 -0.36 0.61
N: -2.12 0.63 -0.16
O: 1.11 1.12 -1.47
O: 1.66 -1.70 -0.92
O: 2.39 0.11 0.54
O: 0.99 2.28 0.71
P: 1.60 -1.33 0.71
S: 1.04 1.07 -0.04
H: -1.78 -1.23 0.58
H: -1.33 -1.03 -1.09
H: -0.39 -0.11 2.35
H: -1.82 1.09 -0.92
H: 2.14 -1.07 -1.45
H: -2.25 1.14 0.62

The evaluated energy for the records listed, in turn: -9610.521 -13707.721 -18906.442 -11107.199 -11106.109 -11106.997 -30133.534 -21940.777 -5696.323 -7753.530 -7748.953 -17044.688 -18581.249 -9806.078 -9798.645 -9801.890 -19087.944 -28383.051 -20637.592 -31971.980 eV.